{"formula": "C17H30N4OS", "method": "wB97M-V/def2-TZVPD", "total_charge": 0, "smiles": "CSc1ncc(CN2CCN(CCC(C)C)[C@@H](CCO)C2)cn1", "multiplicity": 1, "relative_energy_ev": 0.0000, "e_homo_ev": -8.44, "e_tot_ha": -1358.21713, "species": ["C", "H", "H", "H", "S", "C", "N", "C", "C", "C", "N", "H", "C", "N", "C", "H", "C", "N", "C", "C", "H", "H", "H", "H", "C", "H", "C", "H", "H", "C", "C", "H", "H", "H", "C", "H", "H", "H", "H", "H", "C", "H", "H", "C", "O", "H", "H", "H", "H", "H", "H", "H", "H"], "coordinates": [[-7.191, -0.545, 1.922], [-8.131, -0.460, 2.457], [-6.354, -0.327, 2.576], [-7.081, -1.533, 1.489], [-7.243, 0.688, 0.589], [-5.690, 0.405, -0.144], [-4.914, -0.536, 0.382], [-3.745, -0.730, -0.198], [-3.321, 0.001, -1.304], [-4.220, 0.965, -1.756], [-5.393, 1.167, -1.189], [-3.994, 1.599, -2.604], [-1.989, -0.244, -1.946], [-0.949, -0.368, -0.941], [0.295, -0.870, -1.492], [0.743, -0.149, -2.198], [1.291, -1.136, -0.360], [1.531, 0.119, 0.327], [0.308, 0.681, 0.861], [-0.696, 0.891, -0.266], [-0.294, 1.642, -0.970], [-1.635, 1.269, 0.145], [-0.144, 0.037, 1.635], [0.536, 1.647, 1.315], [2.630, 0.106, 1.272], [2.301, -0.173, 2.289], [3.321, 1.472, 1.341], [2.633, 2.199, 1.775], [4.181, 1.393, 2.011], [3.777, 1.984, -0.029], [4.175, 3.455, 0.069], [5.003, 3.579, 0.764], [3.341, 4.059, 0.419], [4.485, 3.833, -0.903], [4.942, 1.165, -0.578], [4.654, 0.129, -0.734], [5.270, 1.569, -1.534], [5.785, 1.192, 0.110], [2.929, 1.888, -0.714], [3.354, -0.641, 0.940], [0.787, -2.287, 0.537], [-0.300, -2.244, 0.610], [1.206, -2.173, 1.541], [1.204, -3.652, -0.012], [2.602, -3.800, -0.099], [2.979, -3.669, 0.779], [0.837, -3.784, -1.032], [0.774, -4.448, 0.615], [2.243, -1.446, -0.808], [0.094, -1.800, -2.028], [-1.775, 0.562, -2.673], [-2.034, -1.189, -2.498], [-3.117, -1.494, 0.240]]}

***

{"formula": "C17H30NO10", "method": "wB97M-V/def2-TZVPD", "total_charge": 1, "multiplicity": 1, "relative_energy_ev": 3.4579, "e_homo_ev": -11.84, "e_tot_ha": -1472.48181, "species": ["C", "C", "N", "C", "C", "C", "O", "H", "H", "H", "H", "H", "H", "H", "H", "H", "H", "H", "H", "C", "C", "C", "O", "C", "O", "O", "H", "H", "H", "H", "H", "H", "C", "C", "C", "O", "C", "O", "O", "H", "H", "H", "H", "H", "H", "C", "C", "C", "O", "C", "O", "O", "H", "H", "H", "H", "H", "H"], "coordinates": [[2.506, 1.631, -2.672], [1.743, 2.891, -2.889], [0.241, 3.060, -2.823], [-0.550, 2.100, -3.685], [-1.871, 1.445, -2.946], [-2.999, 2.535, -2.472], [-2.536, 0.563, -3.961], [2.670, 0.800, -3.494], [2.936, 1.393, -1.586], [2.389, 3.874, -3.089], [-0.041, 3.067, -1.805], [0.025, 4.036, -3.181], [0.114, 1.178, -4.034], [-0.889, 2.636, -4.683], [-1.504, 0.767, -2.041], [-2.853, 2.785, -1.314], [-3.027, 3.526, -3.117], [-4.100, 2.086, -2.543], [-3.460, 0.321, -3.656], [-7.985, -1.313, -1.103], [-6.525, -0.908, -1.068], [-6.093, -0.078, -2.240], [-4.701, -0.340, -2.294], [-4.526, -1.592, -1.775], [-3.490, -2.228, -1.834], [-5.678, -2.041, -1.183], [-8.619, -0.513, -0.708], [-8.317, -1.531, -2.124], [-8.153, -2.221, -0.514], [-6.294, -0.417, -0.114], [-6.286, 0.987, -2.100], [-6.536, -0.402, -3.190], [1.509, -2.347, 2.352], [1.536, -1.285, 1.270], [2.060, -1.771, -0.048], [2.532, -0.572, -0.640], [2.889, 0.250, 0.391], [3.513, 1.288, 0.266], [2.456, -0.254, 1.591], [0.605, -2.959, 2.273], [2.373, -3.016, 2.280], [1.542, -1.892, 3.348], [0.544, -0.826, 1.171], [1.289, -2.235, -0.666], [2.909, -2.459, 0.047], [6.541, 0.196, 5.377], [5.644, -0.993, 5.093], [5.103, -1.030, 3.695], [3.921, -1.795, 3.854], [3.498, -1.586, 5.136], [2.414, -1.928, 5.573], [4.456, -0.932, 5.867], [7.563, 0.000, 5.038], [6.185, 1.098, 4.867], [6.561, 0.424, 6.448], [6.163, -1.924, 5.354], [5.786, -1.506, 2.988], [4.819, -0.042, 3.312]]}